Record 1
One molecule with the formula HN3 in a non-equilibrium geometry, computed with the ωB97M-V functional and the def2-TZVPD basis.

CARTESIAN COORDINATES (ANGSTROEM)
N: 0.697 -0.330 1.385
H: -0.785 0.045 -1.160
N: 0.170 -0.083 0.449
N: -0.083 0.367 -0.674

Results
HOMO-LUMO gap ... 11.305 eV
Net charge ... 0


Record 2
A 2-piece molecular cluster, HN3O5S overall in a non-equilibrium geometry, computed with the ωB97M-V functional and the def2-TZVPD basis.

CARTESIAN COORDINATES (ANGSTROEM)
N: 2.882 0.521 0.160
O: 2.472 0.803 -0.942
O: 3.821 -0.332 0.380
O: 2.376 0.911 1.170
H: -0.873 -1.164 1.242
S: 0.428 -0.410 -0.308
O: 1.458 -1.435 0.001
O: 3.902 -2.524 -0.365
N: 3.474 -1.558 -0.736
N: -0.893 -0.666 0.330

Results
HOMO-LUMO gap ... 9.752 eV
Net charge ... 0


Record 3
A 2-piece molecular cluster, HN4O2 overall in a non-equilibrium geometry, computed with the ωB97M-V functional and the def2-TZVPD basis.

CARTESIAN COORDINATES (ANGSTROEM)
N: 1.441 -0.331 -0.014
H: 0.823 1.412 -0.522
O: -1.514 -1.220 -0.035
N: -1.436 -0.104 0.103
N: 0.423 0.445 -0.214
O: -1.937 0.825 0.317
N: 2.200 -1.028 0.365

Results
HOMO-LUMO gap ... 9.282 eV
Net charge ... +1


Record 4
A 3-piece molecular cluster, HN5OS overall in a non-equilibrium geometry, computed with the ωB97M-V functional and the def2-TZVPD basis.

CARTESIAN COORDINATES (ANGSTROEM)
N: 5.804 -1.366 -8.416
N: 6.562 -1.801 -7.683
N: 5.385 -3.851 -7.761
S: 4.147 -0.451 -10.218
N: 4.646 -3.527 -8.526
N: 4.822 -1.350 -9.061
H: 1.140 0.901 5.243
O: 6.068 -4.503 -7.069

Results
HOMO-LUMO gap ... 3.380 eV
Net charge ... -2


Total energy values (in a.u.) by entry order: -164.7898 -938.9619 -369.5771 -747.5507.
ΔE to the lowest compared entry with this formula, charge and spin values (in kJ/mol) by entry order: 40.9 113.0 133.2 267.1.